Computed, not measured: a cluster of 7 separate species, C24H68N6O7 in total, with ωB97M-V/def2-TZVPD.

Computed properties:
E ... -49257.712 eV
Energy above the lowest of the compared OMol25 structures with the same formula, charge and spin ... 94.0 kcal/mol
Total charge ... 0
HOMO ... -8.814 eV
Orbital gap ... 9.35 eV

Positions of all 105 atoms, in Å:
C 3.974 -0.772 1.401
C 3.613 0.756 1.149
C 4.776 1.714 0.770
O 4.327 2.985 0.387
C 5.329 4.026 0.414
N 2.612 0.953 0.240
H 3.102 -1.386 1.628
H 4.620 -0.826 2.277
H 4.689 -1.231 0.718
H 3.181 1.172 2.059
H 5.406 1.246 0.013
H 5.484 1.790 1.595
H 4.805 4.942 0.142
H 6.130 3.947 -0.321
H 5.714 4.278 1.403
H 2.846 0.527 -0.644
H 2.736 1.929 0.009
C 0.171 -1.333 5.786
C 1.180 -0.332 5.382
C 2.348 -0.225 6.413
O 3.438 0.658 6.033
C 4.585 0.033 5.348
N 1.590 -0.788 4.078
H 0.519 -2.356 5.929
H -0.636 -1.254 5.057
H -0.322 -1.073 6.722
H 0.712 0.651 5.327
H 2.794 -1.200 6.608
H 1.948 0.066 7.385
H 5.175 -0.645 5.964
H 5.265 0.840 5.074
H 4.459 -0.518 4.416
H 2.118 -0.062 3.616
H 0.767 -0.879 3.500
C -3.119 -0.229 -2.519
C -3.257 0.734 -3.689
C -3.992 0.042 -4.861
O -3.021 -0.884 -5.506
C -3.553 -1.562 -6.609
N -4.029 1.904 -3.315
H -3.046 -1.251 -2.890
H -3.893 -0.131 -1.757
H -2.179 -0.008 -2.013
H -2.278 1.064 -4.036
H -4.340 0.677 -5.676
H -4.858 -0.474 -4.446
H -4.585 -1.891 -6.486
H -2.950 -2.446 -6.817
H -3.511 -0.850 -7.433
H -4.972 1.638 -3.069
H -3.684 2.152 -2.399
C 0.814 -2.442 -0.089
C 1.517 -3.388 -0.991
C 1.091 -3.307 -2.494
O -0.243 -3.743 -2.799
C -0.599 -3.689 -4.111
N 2.988 -3.120 -0.893
H -0.222 -2.426 -0.430
H 1.039 -1.382 0.025
H 0.834 -2.860 0.917
H 1.438 -4.449 -0.755
H 1.840 -3.882 -3.039
H 1.152 -2.277 -2.843
H -1.287 -4.487 -4.389
H 0.264 -3.640 -4.775
H -1.104 -2.781 -4.441
H 3.327 -3.238 0.051
H 3.247 -3.975 -1.364
C -2.681 4.774 -1.506
C -1.820 3.650 -1.052
C -0.497 4.188 -0.454
O 0.506 4.759 -1.344
C 1.038 3.789 -2.307
N -2.611 2.759 -0.170
H -3.436 4.399 -2.196
H -2.092 5.293 -2.262
H -3.213 5.406 -0.795
H -1.509 3.147 -1.968
H -0.047 3.323 0.034
H -0.697 4.916 0.331
H 1.343 2.908 -1.742
H 2.002 4.154 -2.659
H 0.397 3.688 -3.183
H -2.093 2.054 0.334
H -2.923 3.363 0.578
C -3.239 -0.370 2.883
C -2.644 -1.653 2.173
C -3.193 -1.953 0.773
O -2.798 -3.235 0.222
C -2.834 -3.301 -1.238
N -1.199 -1.453 2.144
H -2.900 0.584 2.480
H -2.894 -0.314 3.916
H -4.323 -0.482 2.860
H -2.791 -2.482 2.865
H -3.037 -1.057 0.171
H -4.278 -1.990 0.861
H -2.834 -4.327 -1.605
H -2.008 -2.778 -1.720
H -3.773 -2.841 -1.546
H -1.043 -0.481 1.920
H -0.880 -1.881 1.287
O -0.064 0.808 0.905
H 0.861 0.926 1.117
H -0.078 0.673 -0.043

Löwdin population analysis, charges in e, atoms 1 to 5: -0.0266 -0.4261 -0.2057 -0.1938 -0.0731

---

Computed, not measured: a cluster of 2 separate species, C2H4Cl4 in total, with ωB97M-V/def2-TZVPD.

Computed properties:
E ... -52228.338 eV
Energy above the lowest of the compared OMol25 structures with the same formula, charge and spin ... 5.7 kcal/mol
Total charge ... 0
HOMO ... -11.058 eV
Orbital gap ... 11.61 eV

Positions of all 10 atoms, in Å:
C -0.901 0.715 3.285
Cl -1.406 -0.593 4.411
Cl -1.306 2.408 3.878
H 0.177 0.700 3.129
H -1.396 0.513 2.335
C 0.989 -0.802 -3.532
Cl 1.578 0.591 -2.547
Cl -0.173 -1.754 -2.661
H 0.569 -0.411 -4.459
H 1.869 -1.367 -3.840

natural (NBO) population analysis, charges in e, atoms 1 to 5: -0.3604 -0.0292 -0.0551 0.2220 0.2224

---

Computed, not measured: the molecule C2H5NOS, with ωB97M-V/def2-TZVPD.

Computed properties:
E ... -16524.993 eV
Energy above the lowest of the compared OMol25 structures with the same formula, charge and spin ... 78.1 kcal/mol
Total charge ... 0
HOMO ... -9.558 eV
Orbital gap ... 9.59 eV

Positions of all 10 atoms, in Å:
C -0.840 -1.408 -0.166
C 0.703 1.674 0.619
H -1.641 -1.288 0.704
H -1.499 -2.020 -0.996
H -0.032 -2.168 -0.098
H 1.654 0.624 -0.805
H -0.199 2.164 1.095
N 0.759 0.997 -0.705
O 1.670 1.276 1.561
S -0.575 0.150 -1.209

natural (NBO) population analysis, charges in e, atoms 1 to 5: -0.8078 0.4656 0.2399 0.2330 0.2440

---

Computed, not measured: a cluster of 2 separate species, C4H10N2O2 in total, with ωB97M-V/def2-TZVPD.

Computed properties:
E ... -11378.712 eV
Energy above the lowest of the compared OMol25 structures with the same formula, charge and spin ... 188.9 kcal/mol
Total charge ... 0
HOMO ... -9.084 eV
Orbital gap ... 4.64 eV

Positions of all 18 atoms, in Å:
O 1.148 1.604 0.731
C 1.618 0.499 0.449
N 2.566 0.176 -0.417
C -2.253 1.317 0.006
O -2.351 -0.023 0.230
C 0.987 -0.736 1.115
N -0.117 -1.259 0.380
C 0.123 -1.304 -1.058
H 2.986 1.040 -0.769
H -2.787 1.627 -0.898
H -2.621 1.917 0.841
H -1.196 1.641 -0.168
H 0.618 -0.465 2.111
H 1.791 -1.487 1.186
H -0.989 -0.703 0.523
H 0.077 -0.266 -1.436
H 1.086 -1.743 -1.277
H -0.686 -1.836 -1.549

natural (NBO) population analysis, charges in e, atoms 1 to 5: -0.5073 0.5551 -0.7437 -0.2753 -0.5279

---

Computed, not measured: a structure of composition C10H22F2O4V, with ωB97M-V/def2-TZVPD.

Computed properties:
E ... -50042.100 eV
Energy above the lowest of the compared OMol25 structures with the same formula, charge and spin ... 0.0 kcal/mol
Total charge ... -1
HOMO (alpha / beta) ... -4.062 / -4.439 eV
Orbital gap (alpha / beta) ... 6.94 / 7.32 eV
Multiplicity ... 3

Positions of all 39 atoms, in Å:
V -16.549 -29.308 12.482
C -19.970 -28.496 9.931
C -18.679 -27.737 10.417
O -18.050 -28.260 11.516
H -20.170 -29.376 10.545
H -19.920 -28.765 8.877
H -20.830 -27.836 10.087
H -18.997 -26.699 10.598
H -17.960 -27.838 9.586
C -16.930 -31.426 9.215
C -15.867 -30.331 9.519
O -15.633 -30.245 10.869
H -16.594 -32.305 9.764
H -16.925 -31.565 8.125
H -17.945 -31.127 9.477
H -16.273 -29.400 9.101
H -14.968 -30.654 8.984
F -15.659 -30.410 13.972
F -15.260 -27.757 12.746
C -17.485 -28.073 16.627
C -17.754 -27.657 15.214
O -17.482 -28.389 14.308
C -18.412 -26.332 14.949
H -18.247 -27.724 17.326
H -16.544 -27.687 17.032
H -17.336 -29.152 16.677
H -19.345 -26.229 15.497
H -18.475 -26.177 13.872
H -17.719 -25.535 15.249
C -18.284 -32.763 14.110
C -18.594 -31.940 12.905
O -17.979 -30.924 12.710
C -19.802 -32.268 12.059
H -17.472 -32.337 14.696
H -17.936 -33.769 13.848
H -19.212 -32.852 14.678
H -20.599 -32.717 12.656
H -19.528 -33.062 11.359
H -20.144 -31.357 11.582

natural (NBO) population analysis, charges in e, atoms 1 to 5: 1.6970 -0.6409 -0.0139 -0.8781 0.1961

---

Computed, not measured: the molecule C23H25N3O6, with ωB97M-V/def2-TZVPD.

Computed properties:
E ... -41013.179 eV
Energy above the lowest of the compared OMol25 structures with the same formula, charge and spin ... 13.0 kcal/mol
Total charge ... 0
HOMO ... -8.125 eV
Orbital gap ... 8.75 eV

Positions of all 57 atoms, in Å:
C -6.779 -0.463 0.497
H -6.511 -1.000 1.413
O -5.659 0.145 -0.094
C -4.634 -0.647 -0.527
C -4.611 -2.033 -0.407
C -3.525 -2.758 -0.870
C -2.454 -2.118 -1.464
C -2.478 -0.739 -1.590
C -3.551 0.007 -1.131
C -3.512 1.511 -1.237
N -2.452 2.046 -0.402
C -1.262 2.412 -0.905
O -1.008 2.508 -2.087
C -0.214 2.684 0.198
N 0.196 1.409 0.767
C -0.482 0.804 1.757
O -1.488 1.278 2.255
C 0.096 -0.528 2.231
C 1.627 -0.566 2.217
N 1.956 -1.067 0.892
C 0.915 -1.733 0.307
O 0.936 -2.282 -0.767
C -0.279 -1.636 1.243
H -0.396 -2.598 1.746
H -1.193 -1.440 0.683
C 3.249 -0.961 0.344
C 3.792 -2.025 -0.366
C 5.056 -1.947 -0.943
C 5.757 -0.778 -0.775
C 5.215 0.292 -0.062
C 3.967 0.234 0.503
H 3.572 1.085 1.031
O 6.107 1.329 -0.046
C 7.227 0.884 -0.783
O 7.006 -0.439 -1.221
H 8.124 0.917 -0.145
H 7.378 1.542 -1.655
H 5.470 -2.772 -1.496
H 3.214 -2.925 -0.487
H 2.007 -1.261 2.977
H 2.066 0.414 2.403
H -0.312 -0.711 3.226
H 0.920 0.915 0.267
C 0.997 3.411 -0.363
H 1.409 2.849 -1.199
H 0.697 4.387 -0.731
H 1.759 3.538 0.403
H -0.686 3.258 1.003
H -2.537 1.904 0.598
H -4.466 1.938 -0.925
H -3.285 1.813 -2.262
H -1.649 -0.225 -2.055
H -1.600 -2.676 -1.814
H -3.524 -3.832 -0.761
H -5.434 -2.558 0.052
H -7.278 -1.149 -0.195
H -7.458 0.352 0.746

natural (NBO) population analysis, charges in e, atoms 1 to 5: -0.2506 0.1762 -0.5182 0.3742 -0.3244

---

Computed, not measured: a structure of composition C23H28F3N6O, with ωB97M-V/def2-TZVPD.

Computed properties:
E ... -43418.261 eV
Total charge ... +1
HOMO ... -11.626 eV
Orbital gap ... 7.93 eV

Positions of all 61 atoms, in Å:
C 3.453 -2.056 -0.634
H 3.967 -3.051 -0.643
H 2.665 -2.211 -1.529
H 4.146 -1.313 -0.763
O 2.729 -2.141 0.351
C 3.441 -1.937 1.714
C 2.517 -2.071 2.862
N 1.637 -1.178 3.313
C 0.832 -0.296 2.704
N 0.378 0.671 3.489
N 0.842 0.355 4.892
N 1.683 -0.772 4.705
C 0.494 -0.200 1.078
C 1.330 0.674 0.434
C 1.452 0.232 -0.996
C 2.426 1.143 -1.755
C 3.309 2.026 -1.403
C 3.247 2.316 0.085
C 2.118 1.530 0.911
H 2.241 1.936 2.030
H 3.885 2.869 0.533
H 3.953 2.610 -1.743
C 2.249 0.774 -3.176
F 1.272 1.456 -3.759
F 2.081 -0.842 -3.400
F 3.324 1.151 -3.955
H 0.902 -0.377 -1.550
H 0.101 -1.121 0.888
N -0.847 0.733 1.332
H -0.874 1.247 2.139
C -1.290 1.526 0.258
C -2.524 2.149 0.418
N -3.703 1.388 0.585
C -3.282 0.393 1.535
C -1.982 -0.333 1.399
H -2.032 -0.945 2.407
H -2.123 -1.104 0.481
H -4.190 -0.051 1.706
H -3.371 0.964 2.616
C -4.307 0.969 -0.458
C -3.464 0.193 -1.644
C -3.378 -1.139 -1.220
C -2.518 -2.126 -2.140
C -1.679 -1.537 -3.208
C -1.823 -0.275 -3.222
C -2.747 0.602 -2.696
H -2.699 1.716 -2.841
H -1.240 0.328 -4.289
H -1.261 -2.277 -3.718
H -2.565 -3.185 -1.906
H -4.144 -1.872 -0.645
H -5.250 0.294 -0.314
H -4.822 1.700 -1.276
H -2.736 3.060 -0.502
H -2.518 3.010 1.224
H -0.491 2.532 0.214
H -1.172 0.954 -0.786
H 1.694 -2.948 2.622
H 2.798 -2.558 3.818
H 3.785 -0.720 1.788
H 4.081 -2.867 1.642

natural (NBO) population analysis, charges in e, atoms 1 to 5: -0.2251 0.1439 0.2034 0.1657 -0.5594

---

Computed, not measured: a structure of composition C7H7MgN2O6, with ωB97M-V/def2-TZVPD.

Computed properties:
E ... -28075.207 eV
Energy above the lowest of the compared OMol25 structures with the same formula, charge and spin ... 0.0 kcal/mol
Total charge ... +1
HOMO (alpha / beta) ... -9.569 / -9.568 eV
Orbital gap (alpha / beta) ... 5.22 / 5.22 eV

Positions of all 23 atoms, in Å:
O -1.419 -3.315 -1.347
C -0.685 -2.431 -1.404
Mg 0.495 -0.384 -1.238
O 2.874 -2.086 0.729
C 2.181 -1.598 -0.036
C 1.937 1.363 -1.445
O 2.586 2.316 -1.483
C -0.845 0.552 -2.858
O -0.605 1.650 -3.205
C 1.511 -1.163 -3.209
O 1.980 -1.533 -4.192
H -1.752 -0.146 -2.850
C -2.380 0.304 2.267
N -1.013 0.770 2.547
C -0.091 0.593 1.593
N 1.203 0.983 1.801
O -0.455 0.032 0.499
H -2.454 -0.161 1.267
H -3.045 1.173 2.320
H -2.638 -0.431 3.036
H -0.751 1.227 3.426
H 1.934 0.856 1.103
H 1.434 1.426 2.680

natural (NBO) population analysis, charges in e, atoms 1 to 5: -0.3966 0.4435 1.5001 -0.3862 0.4373